Entry 1:
Below is 9 unconnected molecules or ions with the total composition C46H54IN9O5P, with properties calculated with the ωB97M-V functional and the def2-TZVPD basis.

## Properties
- frontier orbital gap (eV) = 6.29
- total energy (eV) = -89613.93310
- net charge = -1
- LUMO level (eV) = 2.15
- HOMO level (eV) = -4.14

Geometry as XYZ:
```
116
C46H54IN9O5P | the Open Molecules 2025 dataset | the ωB97M-V functional and the def2-TZVPD basis
N -4.474 1.004 -1.529
C -3.389 0.533 -2.440
P -2.107 1.867 -2.742
I -3.891 3.118 -4.146
C -1.891 3.378 -1.623
O -1.347 3.068 -0.351
C -2.396 3.027 0.614
O -1.815 2.855 1.883
C -2.271 1.684 2.560
C -1.132 1.267 3.549
O -0.294 0.259 2.954
C -0.744 0.956 -1.790
O 0.431 1.224 -2.143
O -0.954 0.149 -0.831
H -5.314 1.165 -2.078
H -4.700 0.270 -0.860
H -2.972 -0.446 -2.146
H -3.898 0.369 -3.422
H -1.353 1.794 -3.949
H -2.864 3.920 -1.536
H -1.182 4.099 -2.096
H -2.987 3.977 0.559
H -3.099 2.193 0.373
H -3.143 1.959 3.198
H -2.476 0.822 1.892
H -1.620 0.826 4.452
H -0.529 2.144 3.876
H 0.500 0.262 3.507
N -2.537 -2.679 -3.825
C -1.854 -3.437 -2.966
C -0.778 -4.229 -3.326
C -0.387 -4.241 -4.655
C -1.085 -3.463 -5.567
C -2.145 -2.701 -5.100
H -2.197 -3.397 -1.938
H -0.257 -4.820 -2.585
H 0.452 -4.847 -4.977
H -0.810 -3.445 -6.614
H -2.718 -2.070 -5.772
N 2.975 5.469 2.066
C 1.722 5.122 1.749
C 1.359 4.559 0.536
C 2.349 4.344 -0.408
C 3.656 4.697 -0.104
C 3.913 5.251 1.140
H 0.981 5.311 2.518
H 0.330 4.295 0.335
H 2.105 3.905 -1.369
H 4.457 4.544 -0.816
H 4.919 5.541 1.425
N -2.908 -7.623 -2.646
C -3.115 -8.928 -2.457
C -2.901 -9.892 -3.428
C -2.448 -9.480 -4.672
C -2.227 -8.130 -4.892
C -2.470 -7.248 -3.851
H -3.472 -9.201 -1.469
H -3.083 -10.938 -3.217
H -2.269 -10.203 -5.459
H -1.873 -7.770 -5.849
H -2.308 -6.183 -3.973
N 1.424 -11.081 -2.350
C 0.391 -10.242 -2.480
C -0.032 -9.378 -1.481
C 0.652 -9.386 -0.277
C 1.724 -10.249 -0.118
C 2.068 -11.069 -1.180
H -0.113 -10.275 -3.438
H -0.874 -8.718 -1.642
H 0.353 -8.727 0.529
H 2.282 -10.283 0.808
H 2.903 -11.759 -1.104
N 3.039 -5.587 -0.798
C 4.160 -5.266 -1.448
C 4.428 -4.000 -1.946
C 3.476 -3.008 -1.764
C 2.305 -3.317 -1.095
C 2.137 -4.614 -0.633
H 4.874 -6.075 -1.569
H 5.357 -3.797 -2.463
H 3.645 -2.006 -2.139
H 1.538 -2.569 -0.934
H 1.237 -4.902 -0.100
N 8.131 3.944 4.960
C 6.858 4.212 4.658
C 6.293 3.974 3.414
C 7.094 3.430 2.425
C 8.420 3.146 2.714
C 8.885 3.419 3.991
H 6.270 4.639 5.463
H 5.253 4.208 3.227
H 6.690 3.230 1.439
H 9.077 2.721 1.967
H 9.914 3.210 4.265
N -4.226 6.385 -0.478
C -3.900 6.677 0.784
C -4.734 7.355 1.659
C -5.978 7.756 1.200
C -6.337 7.466 -0.106
C -5.429 6.780 -0.899
H -2.915 6.344 1.097
H -4.418 7.562 2.673
H -6.660 8.290 1.852
H -7.299 7.763 -0.502
H -5.666 6.525 -1.927
N 0.250 5.324 5.292
C 1.053 6.373 5.093
C 1.207 7.409 6.003
C 0.485 7.356 7.184
C -0.355 6.278 7.410
C -0.434 5.293 6.438
H 1.595 6.371 4.154
H 1.874 8.233 5.790
H 0.577 8.146 7.920
H -0.935 6.201 8.321
H -1.076 4.428 6.571
```

Löwdin atomic charge list, values in e, 4 entries:
1 N -0.062
2 C -0.468
3 P 0.629
4 I 0.211

=====

Entry 2:
Below is a molecular structure, C46H54N5SiZr, with properties calculated with the ωB97M-V functional and the def2-TZVPD basis.

## Properties
- frontier orbital gap (eV) = 7.73
- total energy (eV) = -65183.87181
- net charge = +1
- LUMO level (eV) = -3.24
- HOMO level (eV) = -10.96

Geometry as XYZ:
```
107
C46H54N5SiZr | the Open Molecules 2025 dataset | the ωB97M-V functional and the def2-TZVPD basis
Zr 0.298 -0.832 0.017
C 2.261 -0.730 -1.098
Si 3.294 0.579 -0.326
C 2.302 2.070 -0.865
N 0.850 1.817 -0.578
C 0.412 2.655 0.582
C -0.207 4.002 0.191
C 0.442 4.615 -1.039
C 0.301 3.660 -2.231
C 0.073 2.210 -1.784
C 3.190 0.392 1.541
C 3.110 -0.887 2.088
C 3.154 -1.112 3.460
C 3.298 -0.036 4.317
C 3.423 1.249 3.801
C 3.377 1.457 2.434
C 5.092 0.719 -0.772
C 6.111 0.755 0.179
C 7.438 0.887 -0.204
C 7.768 0.988 -1.546
C 6.770 0.953 -2.510
C 5.448 0.817 -2.122
H 2.752 -1.703 -1.176
H 2.017 -0.394 -2.119
H 2.434 2.140 -1.946
H 2.618 3.031 -0.460
H 1.282 2.799 1.217
H -0.311 2.099 1.172
H -0.141 4.673 1.050
H -1.276 3.871 -0.007
H 1.495 4.821 -0.838
H -0.016 5.578 -1.265
H 1.176 3.732 -2.877
H -0.553 3.945 -2.850
H 0.350 1.527 -2.589
H -0.985 2.041 -1.578
H 3.031 -1.736 1.422
H 3.074 -2.116 3.852
H 3.331 -0.194 5.386
H 3.569 2.085 4.473
H 3.519 2.462 2.055
H 5.875 0.677 1.234
H 8.216 0.908 0.547
H 8.803 1.090 -1.842
H 7.025 1.024 -3.559
H 4.682 0.776 -2.889
C -1.079 -1.485 -4.803
C -1.434 -0.435 -3.754
C -2.660 -0.796 -2.961
C -3.923 -0.500 -3.464
C -5.069 -0.923 -2.807
C -4.960 -1.618 -1.614
C -3.715 -1.891 -1.052
C -3.624 -2.598 0.277
C -3.693 -4.118 0.159
C -2.582 -1.498 -1.759
N -1.292 -1.877 -1.246
C -0.874 -3.066 -1.616
C 0.263 -3.632 -1.030
C 0.911 -4.845 -1.271
C 1.910 -4.942 -0.304
C 1.818 -3.790 0.476
N 0.835 -2.975 0.049
H -0.222 -1.171 -5.398
H -1.915 -1.658 -5.479
H -0.829 -2.440 -4.341
H -1.598 0.531 -4.238
H -0.581 -0.300 -3.080
H -4.005 0.041 -4.398
H -6.043 -0.713 -3.226
H -5.851 -1.936 -1.087
H -4.446 -2.246 0.906
H -2.701 -2.310 0.791
H -4.590 -4.430 -0.374
H -3.703 -4.584 1.143
H -2.834 -4.516 -0.384
H -1.435 -3.625 -2.365
H 0.660 -5.560 -2.033
H 2.598 -5.754 -0.152
H 2.410 -3.549 1.343
N -1.347 -1.518 7.450
C -1.091 -1.421 6.336
C -0.752 -1.290 4.943
C -0.839 -2.386 4.096
C -0.490 -2.249 2.758
C -0.066 -1.023 2.227
C 0.022 0.058 3.118
C -0.316 -0.061 4.456
H -1.172 -3.340 4.482
H -0.553 -3.131 2.126
H 0.401 1.018 2.788
H -0.227 0.784 5.126
C -4.073 2.702 -0.712
C -3.816 1.932 0.587
C -3.552 2.877 1.766
C -4.978 0.986 0.906
C -2.609 1.109 0.393
N -1.677 0.456 0.246
H -5.003 3.258 -0.602
H -4.179 2.022 -1.557
H -3.273 3.413 -0.920
H -4.428 3.512 1.895
H -2.690 3.515 1.589
H -3.395 2.319 2.688
H -5.850 1.598 1.135
H -4.757 0.363 1.771
H -5.210 0.346 0.058
```

Löwdin atomic charge list, values in e, 4 entries:
1 Zr 1.705
2 C -0.352
3 Si 0.572
4 C -0.218

=====

Entry 3:
Below is a molecular structure, C46H54NO3PRuS2Si, with properties calculated with the ωB97M-V functional and the def2-TZVPD basis.

## Properties
- frontier orbital gap (spin up / spin down) (eV) = 7.67 / 7.36
- 2S+1 = 2
- total energy (eV) = -97625.95542
- ΔE to the lowest compared entry with this formula, charge and spin (kcal/mol) = 0.0
- ⟨S²⟩ = 0.79
- net charge = +1
- LUMO level (spin up / spin down) (eV) = -1.80 / -2.86
- HOMO level (spin up / spin down) (eV) = -9.47 / -10.22

Geometry as XYZ:
```
109
C46H54NO3PRuS2Si | the Open Molecules 2025 dataset | the ωB97M-V functional and the def2-TZVPD basis
Ru 0.064 -0.809 0.149
C 1.386 0.025 -2.187
C 2.768 -0.489 -1.880
C 3.612 -0.792 -2.941
C 4.884 -1.298 -2.725
C 5.329 -1.502 -1.431
C 4.506 -1.185 -0.361
C 3.224 -0.687 -0.566
P 2.123 -0.088 0.780
C 2.652 -0.881 2.338
C 3.016 -2.229 2.307
C 3.376 -2.900 3.466
C 3.375 -2.220 4.674
C 2.985 -0.890 4.714
C 2.604 -0.201 3.565
C 2.141 1.227 3.704
C 2.884 1.589 1.000
C 4.176 1.581 1.516
C 4.896 2.746 1.731
C 4.317 3.980 1.429
C 3.046 4.023 0.916
C 2.288 2.842 0.679
C 1.001 2.968 0.153
H 1.220 0.067 -3.264
H 1.191 1.020 -1.796
H 0.614 -0.734 -1.886
H 3.261 -0.638 -3.955
H 5.523 -1.532 -3.567
H 6.315 -1.909 -1.249
H 4.872 -1.352 0.643
H 2.987 -2.758 1.367
H 3.653 -3.945 3.420
H 3.663 -2.725 5.587
H 2.962 -0.368 5.664
H 1.727 1.385 4.701
H 1.370 1.481 2.974
H 2.960 1.935 3.565
H 4.644 0.641 1.779
H 5.899 2.691 2.134
H 4.864 4.897 1.600
H 2.586 4.975 0.680
H 0.391 2.098 -0.015
H 0.595 3.946 -0.066
O -1.352 0.959 -0.362
S -2.135 2.248 -0.237
C -3.903 1.796 -0.318
C -4.163 0.333 0.032
C -4.469 -0.477 -1.229
C -4.397 -1.988 -1.052
S -2.737 -2.707 -1.188
O -1.886 -1.823 -0.303
C -2.385 -2.327 -2.886
C -2.659 -3.323 -3.814
C -2.384 -3.092 -5.153
C -1.828 -1.883 -5.545
C -1.545 -0.900 -4.604
C -1.822 -1.116 -3.263
C -2.047 2.794 1.457
C -2.693 3.983 1.778
C -2.581 4.484 3.063
C -1.808 3.811 4.003
C -1.150 2.641 3.659
C -1.266 2.122 2.376
H -4.207 2.025 -1.341
H -4.407 2.501 0.342
H -4.999 0.267 0.731
H -3.285 -0.075 0.527
H -3.794 -0.175 -2.029
H -5.473 -0.226 -1.582
H -4.981 -2.521 -1.806
H -4.756 -2.309 -0.071
H -3.058 -4.277 -3.489
H -2.587 -3.862 -5.886
H -1.604 -1.708 -6.589
H -1.108 0.039 -4.919
H -1.593 -0.368 -2.514
H -3.264 4.523 1.030
H -3.080 5.407 3.328
H -1.711 4.210 5.004
H -0.540 2.126 4.388
H -0.744 1.219 2.085
C -0.274 -5.101 -0.425
Si 1.172 -3.944 -0.784
C 1.275 -3.689 -2.640
C 2.733 -4.839 -0.260
O 1.041 -2.550 0.014
H 0.018 -6.142 -0.583
H -1.134 -4.910 -1.073
H -0.611 -5.018 0.613
H 1.413 -4.645 -3.154
H 2.125 -3.051 -2.898
H 0.370 -3.229 -3.043
H 2.835 -5.766 -0.830
H 2.717 -5.108 0.799
H 3.627 -4.238 -0.451
N -0.365 -1.732 1.977
C -1.259 -1.295 3.025
C -2.625 -1.246 2.790
C -3.484 -0.846 3.802
C -2.986 -0.508 5.054
C -1.622 -0.586 5.289
C -0.756 -0.977 4.276
H -0.727 -2.592 1.568
H 0.537 -1.987 2.374
H -3.004 -1.533 1.819
H -4.550 -0.811 3.616
H -3.659 -0.203 5.844
H -1.225 -0.353 6.269
H 0.305 -1.070 4.469
```

Löwdin atomic charge list, values in e, 4 entries:
1 Ru 0.909
2 C -0.062
3 C -0.272
4 C -0.052

=====

Entry 4:
Below is a molecular structure, C46H55AsCuN4O2P2SSi2, with properties calculated with the ωB97M-V functional and the def2-TZVPD basis.

## Properties
- frontier orbital gap (spin up / spin down) (eV) = 6.81 / 6.02
- 2S+1 = 2
- total energy (eV) = -209295.56493
- ΔE to the lowest compared entry with this formula, charge and spin (kcal/mol) = 0.0
- ⟨S²⟩ = 0.77
- net charge = 0
- LUMO level (spin up / spin down) (eV) = -0.06 / -0.99
- HOMO level (spin up / spin down) (eV) = -6.87 / -7.01

Geometry as XYZ:
```
114
C46H55AsCuN4O2P2SSi2 | the Open Molecules 2025 dataset | the ωB97M-V functional and the def2-TZVPD basis
Cu -0.486 -1.834 -1.323
O 1.263 -5.416 -2.263
C 0.697 -4.308 -2.284
N 0.974 -3.174 -1.535
C 1.912 -3.411 -0.538
O 1.761 -3.991 0.523
C 3.293 -2.842 -0.693
C 4.356 -3.749 -0.536
C 5.664 -3.247 -0.623
C 5.858 -1.847 -0.725
C 4.725 -1.068 -0.784
N 3.465 -1.512 -0.721
C -0.495 -4.100 -3.127
C -1.046 -5.057 -3.947
C -2.274 -4.773 -4.549
C -2.927 -3.583 -4.320
C -2.318 -2.681 -3.422
N -1.204 -3.001 -2.795
H 4.085 -4.804 -0.499
H 6.480 -3.949 -0.823
H 6.852 -1.400 -0.900
H 4.787 0.021 -0.977
H -0.468 -5.998 -4.135
H -2.731 -5.505 -5.253
H -3.890 -3.322 -4.824
H -2.770 -1.722 -3.210
C 0.611 7.080 1.060
S -0.399 5.638 1.549
C -1.373 5.191 0.061
C -0.671 4.072 -0.725
C -0.559 2.809 0.150
N -0.251 1.660 -0.682
P 1.423 1.302 -0.916
C 2.630 2.708 -0.945
C 2.742 3.582 -2.034
C 3.755 4.565 -2.129
C 4.656 4.718 -1.107
C 4.608 3.805 -0.001
C 3.603 2.857 0.088
C 1.457 0.810 -2.641
C 2.728 0.723 -3.193
C 2.855 0.410 -4.543
C 1.751 0.377 -5.386
C 0.486 0.407 -4.821
C 0.326 0.615 -3.444
P -1.307 0.149 -0.527
C -2.912 0.673 -1.196
C -4.046 -0.121 -0.871
C -5.280 0.234 -1.352
C -5.458 1.278 -2.233
C -4.307 1.977 -2.657
C -3.021 1.721 -2.157
C -1.684 -0.258 1.195
C -2.746 0.318 1.845
C -3.316 -0.184 3.051
C -2.764 -1.253 3.672
C -1.512 -1.906 3.189
C -0.958 -1.340 1.883
H 1.542 6.970 1.672
H 0.021 7.968 1.306
H 0.858 6.936 -0.017
H -1.479 6.052 -0.625
H -2.370 4.915 0.411
H 0.261 4.495 -1.151
H -1.359 3.930 -1.567
H -1.510 2.633 0.652
H 0.162 3.048 0.923
H 2.077 3.452 -2.891
H 3.770 5.162 -3.057
H 5.475 5.410 -1.164
H 5.366 3.883 0.789
H 3.525 2.159 0.945
H 3.624 0.995 -2.602
H 3.837 0.178 -4.985
H 1.834 0.344 -6.474
H -0.378 0.256 -5.427
H -0.662 0.783 -3.003
H -3.836 -0.994 -0.268
H -6.143 -0.379 -0.994
H -6.473 1.547 -2.595
H -4.410 2.760 -3.394
H -2.162 2.283 -2.480
H -3.315 1.135 1.370
H -4.103 0.360 3.554
H -3.360 -1.755 4.475
H -0.742 -1.934 3.985
H -0.563 -2.167 1.265
C 1.102 0.146 5.535
Si 0.551 1.061 3.927
C 1.779 2.557 3.749
C -1.105 1.962 4.100
As 0.809 -0.420 2.114
Si -1.754 -3.856 3.103
C -0.124 -4.749 2.963
C -2.561 -4.567 4.738
C -3.033 -4.160 1.754
H 1.553 0.917 6.171
H 1.871 -0.610 5.325
H 0.280 -0.334 6.126
H 1.578 3.335 4.490
H 1.685 3.059 2.761
H 2.829 2.224 3.814
H -0.905 2.901 4.653
H -1.788 1.395 4.759
H -1.647 2.144 3.160
H -0.247 -5.732 2.490
H 0.374 -4.921 3.909
H 0.503 -4.153 2.286
H -1.885 -4.421 5.594
H -2.727 -5.672 4.623
H -3.516 -4.160 5.056
H -2.520 -4.009 0.780
H -3.916 -3.491 1.750
H -3.309 -5.211 1.719
```

Löwdin atomic charge list, values in e, 4 entries:
1 Cu 0.251
2 O 0.039
3 C -0.439
4 N 0.065